(1)
{
  "formula": "C4H3F3O",
  "method": "wB97M-V/def2-TZVPD",
  "e_homo_ev": -9.2,
  "largest_force_ev_per_a": 3.5,
  "lumo_ev": 0.127,
  "total_charge": 0,
  "relative_energy_kcal_mol": 66.3,
  "energy_ha": -528.9240,
  "homo_lumo_gap_ev": 9.31,
  "species": ["F", "F", "F", "O", "C", "C", "C", "C", "H", "H", "H"],
  "coordinates": [[2.5212, 1.5542, 0.5045], [-2.2958, -1.2442, -3.0280], [-0.8973, 0.9973, 1.0804], [0.0239, -1.1866, -0.5095], [-1.5199, -0.5097, -2.2459], [0.3996, 1.0343, 1.2666], [-0.7430, -0.9898, -1.3173], [1.1761, 1.5328, 0.3191], [0.7955, 0.5519, 2.1728], [1.0266, 1.7494, -0.7454], [-1.6244, 0.6585, -2.1794]],
  "forces_ev_per_a": [[-0.1, -0.1, 0.5], [-0.6, -0.4, -0.7], [-1.4, -0.2, 0.0], [2.2, -1.2, 2.4], [-0.2, 3.2, 0.4], [1.7, 0.1, -0.1], [-1.4, 0.7, -1.7], [1.1, -0.4, -0.7], [-0.4, 0.5, -0.4], [-0.9, 0.3, 0.7], [0.0, -2.5, -0.5]],
  "mulliken_charge": [-0.255, -0.233, -0.226, -0.276, -0.304, -0.140, 0.607, 0.002, 0.322, 0.281, 0.222]
}

=====

(2)
{
  "formula": "C3H8N2O2",
  "method": "wB97M-V/def2-TZVPD",
  "e_homo_ev": -8.9,
  "largest_force_ev_per_a": 0.5,
  "lumo_ev": 0.379,
  "total_charge": 0,
  "relative_energy_kcal_mol": 62.9,
  "energy_ha": -379.0407,
  "homo_lumo_gap_ev": 9.27,
  "species": ["O", "O", "N", "N", "C", "C", "C", "H", "H", "H", "H", "H", "H", "H", "H"],
  "coordinates": [[1.2377, -0.3862, 0.1008], [-0.9429, -1.9213, 0.4800], [-1.1307, 0.3045, -0.2318], [-0.1631, -0.2334, 1.9554], [1.1161, 0.3274, -1.0750], [-0.6557, -0.7574, 0.5625], [-0.3777, 0.2612, -1.4922], [-0.0661, -1.0395, 2.5715], [1.7485, -0.0844, -1.8787], [-0.6087, -0.6900, -1.9789], [-0.9290, 1.2000, 0.2068], [-0.6991, 1.0795, -2.1434], [-0.7215, 0.4952, 2.3975], [1.4005, 1.3938, -0.9617], [0.7919, 0.0505, 1.4873]],
  "forces_ev_per_a": [[0.0, 0.0, 0.1], [0.2, 0.5, 0.0], [0.1, 0.0, 0.1], [0.0, -0.1, 0.2], [0.0, 0.2, -0.3], [-0.3, -0.2, 0.1], [0.0, -0.1, -0.2], [0.0, 0.1, -0.1], [-0.1, 0.1, 0.1], [0.0, 0.1, 0.0], [0.0, -0.1, 0.0], [0.1, -0.1, 0.1], [0.1, -0.1, -0.1], [0.0, -0.2, 0.0], [-0.1, -0.1, 0.0]],
  "mulliken_charge": [-0.796, -0.601, -0.436, -0.394, -0.240, 0.638, -0.688, 0.304, 0.272, 0.306, 0.300, 0.344, 0.293, 0.233, 0.463]
}

=====

(3)
{
  "formula": "C5H14BN",
  "method": "wB97M-V/def2-TZVPD",
  "s_squared": 2.01,
  "e_homo_ev": [-4.5, -10.5],
  "largest_force_ev_per_a": 4.1,
  "lumo_ev": [0.571, -2.231],
  "total_charge": 0,
  "relative_energy_kcal_mol": 30.4,
  "multiplicity": 3,
  "energy_ha": -278.2980,
  "homo_lumo_gap_ev": [5.07, 8.24],
  "species": ["N", "C", "C", "C", "C", "C", "B", "H", "H", "H", "H", "H", "H", "H", "H", "H", "H", "H", "H", "H", "H"],
  "coordinates": [[0.5955, 0.5404, -0.3880], [1.5334, -0.0596, -1.2287], [-0.0890, -0.3989, 1.7126], [-0.5794, -1.6675, -0.3524], [-1.7895, 0.6481, -0.0134], [-0.4109, -0.2921, 0.2590], [1.0255, 2.0279, -0.0834], [-1.4201, -2.2941, 0.1098], [0.8941, -1.0806, 1.8898], [0.3435, -2.3962, -0.2338], [2.2792, 0.6675, -1.4989], [-2.6857, 0.1504, -0.0791], [1.8731, 2.4542, -0.6733], [-2.1172, 1.3505, 0.8183], [-0.8827, -0.8927, 2.3380], [0.2756, 0.5235, 2.0116], [2.0694, -0.8882, -0.7852], [-1.5959, 1.1971, -0.9502], [-0.9445, -1.6939, -1.4657], [1.2009, -0.4785, -2.1407], [0.4245, 2.5826, 0.7538]],
  "forces_ev_per_a": [[0.0, -1.4, -0.1], [1.7, 0.0, -0.2], [1.9, -3.5, 1.1], [-0.6, -3.0, -1.7], [2.5, 1.2, 1.2], [-2.6, 1.4, -1.0], [-1.7, 0.5, 1.7], [1.1, 1.3, 0.0], [-2.2, 1.2, -0.7], [-1.6, 1.8, -0.3], [0.2, 0.3, -0.1], [-1.7, -2.3, -0.7], [1.4, 0.5, -1.2], [1.5, -0.4, -0.8], [0.6, 0.9, -0.7], [0.0, 2.0, 1.3], [0.0, -0.4, 0.7], [-0.3, 0.0, 0.5], [1.1, 0.4, 1.8], [-1.2, -0.5, -1.1], [-0.3, 0.1, 0.4]],
  "mulliken_spin": [0.761, -0.042, 0.135, 0.008, 0.109, -0.073, 1.064, -0.002, 0.001, -0.002, 0.038, 0.009, -0.055, -0.002, 0.006, -0.031, 0.041, -0.018, 0.002, 0.048, 0.003]
}

=====

(4)
{
  "formula": "C38H47F3N2O10S",
  "method": "wB97M-V/def2-TZVPD",
  "e_homo_ev": -8.5,
  "largest_force_ev_per_a": 2.8,
  "lumo_ev": -0.124,
  "total_charge": 0,
  "energy_ha": -3035.7431,
  "homo_lumo_gap_ev": 8.34,
  "species": ["S", "F", "F", "F", "O", "O", "O", "O", "O", "O", "O", "O", "O", "O", "N", "N", "C", "C", "C", "C", "C", "C", "C", "C", "C", "C", "C", "C", "C", "C", "C", "C", "C", "C", "C", "C", "C", "C", "C", "C", "C", "C", "C", "C", "C", "C", "C", "C", "C", "C", "C", "C", "C", "C", "H", "H", "H", "H", "H", "H", "H", "H", "H", "H", "H", "H", "H", "H", "H", "H", "H", "H", "H", "H", "H", "H", "H", "H", "H", "H", "H", "H", "H", "H", "H", "H", "H", "H", "H", "H", "H", "H", "H", "H", "H", "H", "H", "H", "H", "H", "H"],
  "coordinates": [[-1.7061, -2.2332, 0.9551], [2.2567, -1.3797, 4.3505], [2.3140, -3.5151, 4.9527], [3.7089, -2.4547, 2.0506], [0.1873, -4.1700, -4.2338], [-2.3617, -0.3924, -4.1056], [-1.1135, -5.4676, -5.5280], [2.2913, 1.6993, -2.8487], [-4.5023, -0.0279, -4.6806], [-2.6890, 6.2605, 6.2986], [2.9947, -1.5389, -4.1614], [1.6587, -1.0857, -4.1728], [-3.4549, 8.0509, 5.1765], [-0.6435, 1.0646, 0.5710], [4.8633, -3.5580, -1.3470], [1.0559, 1.8494, -0.8535], [1.8511, -4.1584, 2.1362], [1.6504, -4.0830, 0.5903], [2.5866, -2.5171, -1.1247], [-2.5280, 5.8954, 7.6803], [-2.4039, 7.2110, 8.4322], [0.8421, 3.7250, 0.8115], [1.2796, 3.9814, 2.0784], [-1.9403, -5.0132, 0.9622], [0.9591, -1.6214, 0.3916], [-0.4172, 4.1196, 0.4289], [-0.0377, -1.7035, 1.5293], [-1.7522, 5.6737, 3.5664], [2.6932, -3.0455, 2.7245], [-2.0634, -3.7697, 1.8960], [-1.4474, -3.1478, -5.7039], [-2.6544, -3.8648, -6.2965], [-1.3720, 1.5855, -4.9004], [1.7313, -2.7096, -0.0384], [-0.8040, 4.9953, 2.5840], [0.4509, 4.6305, 2.9709], [0.3685, 0.8892, -0.0787], [-3.3838, 0.3761, -4.5609], [3.4439, -3.6408, -1.7254], [-2.0954, -5.2541, -6.5604], [-2.8857, 1.7840, -4.8343], [1.0876, -0.4427, -0.2697], [1.8459, 1.2010, -1.8422], [-3.2764, 8.1397, 7.5954], [-0.6910, -4.2771, -5.0447], [1.9478, -0.2215, -1.3328], [-3.1578, 7.5334, 6.2111], [2.6971, -1.2860, -1.7577], [5.1986, -4.3918, -0.1858], [-1.1718, 0.3985, -3.9776], [2.4487, -2.6283, 3.9821], [3.6199, -1.0702, -2.9574], [-1.2535, 4.7611, 1.2967], [1.7104, 2.9829, -0.1839], [-0.7527, 3.9076, -0.5828], [-2.2484, 5.0706, 1.0029], [-1.0442, -5.5629, 1.2641], [-0.1867, -0.6832, 1.8861], [-1.8728, -4.7291, -0.0872], [3.8963, -0.0189, -3.0555], [2.3280, -4.8008, 0.1414], [2.6627, 2.7116, 0.2944], [-2.9109, 9.1626, 7.6022], [-1.3691, 7.5569, 8.4050], [-1.5990, -5.3267, -7.5307], [-3.0627, -3.3867, -7.1849], [-2.8573, -6.0279, -6.4973], [-0.3168, -0.2120, -4.2639], [2.2123, -5.1629, 2.3930], [4.5159, -1.6836, -2.8573], [6.2823, -4.3558, -0.0416], [1.1375, -1.8534, -3.8744], [-3.1805, 2.4288, -4.0051], [-2.7055, 7.1397, 9.4757], [0.2948, -2.2753, 2.3880], [-0.7924, 2.4589, -4.6077], [-1.0831, 1.3176, -5.9185], [0.8648, -4.0940, 2.5977], [-0.8164, -2.7031, -6.4764], [-3.4497, -3.9205, -5.5515], [0.8141, 4.8063, 3.9782], [2.2784, 3.6625, 2.3634], [-2.8041, -5.6723, 1.0887], [-1.7383, -2.4008, -4.9732], [3.4048, -3.5095, -2.8116], [3.0331, -4.6298, -1.5407], [4.8731, -5.4242, -0.3145], [-1.3770, -3.8793, 2.7362], [-1.6420, 5.2728, 7.7867], [-1.0671, 0.7004, -2.9317], [-1.4632, 6.6842, 3.8492], [0.6391, -4.4573, 0.3918], [-2.7528, 5.6676, 3.1278], [1.9639, 3.7000, -0.9741], [-3.4033, 5.3204, 7.9907], [-3.2896, 2.1617, -5.7694], [-3.0866, -3.6720, 2.2589], [5.1243, -2.6004, -1.1569], [4.7511, -3.9613, 0.7221], [-4.3222, 8.1080, 7.9042], [-1.8182, 5.0271, 4.4422]],
  "forces_ev_per_a": [[0.3, -0.1, 0.5], [1.1, 0.0, 0.7], [-1.5, 0.4, 0.3], [-1.0, 0.7, -0.8], [0.0, -0.2, 0.1], [-0.3, 0.0, -0.1], [0.0, 0.0, 0.1], [-0.2, -0.1, 1.1], [0.1, -0.3, 0.0], [-0.1, 0.2, 0.3], [0.4, -0.4, 0.1], [-0.6, 0.3, -0.2], [0.1, -0.2, -0.1], [1.2, 0.3, -0.6], [-0.2, -1.1, 0.1], [0.0, 0.5, -0.1], [0.6, -0.6, -0.2], [-0.5, 0.1, 0.7], [0.3, -1.0, -0.2], [0.1, -0.1, 0.2], [0.0, 0.1, 0.2], [0.3, -0.9, -0.9], [0.7, -0.2, 0.4], [-0.1, 0.1, 0.8], [-0.7, -1.3, 1.1], [-0.5, 0.0, -1.1], [-0.3, 0.7, -0.2], [0.1, -1.1, -0.5], [0.0, -0.6, 1.1], [0.1, -0.3, -1.2], [-0.5, -0.2, 0.0], [-0.1, 0.1, 0.0], [-0.1, 0.2, -0.1], [0.5, -0.1, -0.3], [-1.6, 1.4, 0.9], [0.9, -0.3, 0.4], [-0.6, -1.3, 1.1], [-0.3, 0.4, 0.2], [0.1, 1.0, -0.6], [-0.2, 0.0, -0.2], [0.6, -0.2, -0.2], [-0.3, 2.6, -0.8], [0.0, -0.8, 0.3], [0.5, -0.2, 0.2], [0.3, 0.4, -0.1], [-0.1, -0.6, 0.0], [-0.4, 0.2, 0.0], [1.1, 0.8, -1.2], [0.1, 1.1, 0.3], [0.5, 0.0, 0.1], [0.4, -0.2, -1.2], [-0.4, -0.3, 0.4], [0.1, 0.0, 0.1], [-0.1, 1.4, -0.3], [0.0, 0.0, 0.1], [0.0, 0.0, 0.0], [-0.1, -0.1, -0.3], [0.0, -0.2, 0.1], [0.0, 0.0, 0.1], [-0.1, -0.1, 0.0], [0.1, 0.3, -0.1], [-0.2, -0.4, -0.1], [-0.2, 0.1, -0.1], [0.0, 0.0, 0.0], [0.0, 0.0, 0.0], [0.0, -0.1, 0.0], [0.2, -0.1, 0.1], [-0.1, 0.1, 0.1], [0.2, 0.1, -0.2], [0.0, 0.1, -0.3], [-0.1, -0.2, 0.0], [0.3, -0.3, -0.1], [-0.1, 0.0, 0.0], [0.0, -0.1, 0.0], [-0.1, -0.2, -0.2], [0.0, -0.1, 0.1], [0.0, 0.0, 0.0], [0.2, 0.0, 0.1], [0.1, 0.0, 0.1], [0.0, 0.0, 0.0], [-0.2, 0.1, 0.0], [-0.1, 0.0, 0.1], [0.2, 0.0, 0.0], [0.2, 0.1, 0.0], [-0.2, -0.2, 0.1], [0.2, 0.0, 0.1], [0.1, 0.1, -0.2], [-0.2, 0.3, 0.1], [0.0, -0.1, -0.2], [0.0, 0.0, 0.0], [0.0, -0.1, 0.0], [0.1, 0.0, 0.0], [0.1, 0.4, 0.1], [0.1, -0.3, 0.0], [0.0, 0.0, 0.0], [-0.3, 0.0, 0.1], [0.2, 0.1, 0.1], [0.0, 0.0, 0.1], [0.0, -0.5, 0.1], [0.0, 0.1, -0.1], [0.1, 0.4, 0.1]],
  "mulliken_charge": [-0.155, -0.205, -0.228, -0.301, -0.457, -0.340, -0.403, -0.628, -0.613, -0.285, -0.480, -0.184, -0.545, -0.608, -0.229, 0.904, -1.014, -0.728, 1.160, -0.457, -0.498, 0.617, -0.798, -0.980, 1.255, -0.419, -1.324, -1.155, 0.493, -0.429, 0.271, -0.654, -0.747, 0.480, 1.072, -0.571, -0.394, 0.347, -2.380, -0.443, -0.383, 0.990, -0.915, -0.452, 0.376, 0.857, 0.511, -0.293, -0.664, 0.694, 0.325, -1.141, -0.887, -0.975, 0.402, 0.329, 0.226, 0.707, 0.271, 0.477, 0.326, 0.368, 0.294, 0.267, 0.237, 0.376, 0.343, -0.071, 0.569, 0.524, 0.363, 0.339, 0.249, 0.330, 0.092, 0.375, 0.311, 0.028, 0.348, 0.269, 0.406, 0.342, 0.356, -0.238, 0.424, 0.763, 0.303, 0.285, 0.316, -0.155, 0.287, -0.043, 0.234, 0.433, 0.271, 0.334, 0.477, 0.338, 0.045, 0.260, 0.224]
}